20
Properties=species:S:1:pos:R:3:mulliken_charge:R:1 method="wB97M-V/def2-TZVPD" homo_lumo_gap_ev=10.1 largest_force_ev_per_a=0.54 homo_ev=-9.127 relative_energy_kcal_mol=39.3 smiles="C=C/C=C(/C)C=C.O"
C -2.757 0.586 -0.138 -0.794
C -1.709 0.530 -0.951 -0.125
C -0.351 1.003 -0.569 -0.700
C 0.740 0.233 -0.588 0.681
C 2.064 0.716 -0.072 -1.194
C 0.665 -1.182 -1.043 -0.384
C 0.584 -2.220 -0.226 -0.664
H -2.698 1.014 0.850 0.192
H -3.742 0.201 -0.373 0.273
H -1.800 0.106 -1.940 0.325
H -0.233 2.036 -0.263 0.533
H 2.472 0.024 0.663 0.320
H 2.837 0.775 -0.849 0.367
H 1.985 1.696 0.387 0.310
H 0.663 -1.354 -2.118 0.370
H 0.535 -2.059 0.839 0.188
H 0.544 -3.213 -0.637 0.305
O -0.140 0.313 2.658 -0.645
H -0.326 0.950 1.960 0.348
H 0.666 -0.155 2.410 0.294

20
Properties=species:S:1:pos:R:3:mulliken_charge:R:1 method="wB97M-V/def2-TZVPD" homo_lumo_gap_ev=7.8 largest_force_ev_per_a=5.22 homo_ev=-8.116 relative_energy_kcal_mol=150.4
O -2.807 -0.035 0.767 -0.428
C -2.408 -1.042 -0.125 -0.281
C -1.130 -1.759 0.139 -0.455
C -0.073 -1.351 -0.836 -0.545
C 0.212 0.178 -0.950 -0.661
C 0.184 1.092 0.326 -0.481
C 1.533 0.912 0.941 -0.230
C 2.530 1.782 0.693 -0.741
H -2.808 -0.819 -1.119 0.382
H -2.523 -1.009 1.137 0.378
H -0.745 -2.354 1.011 0.280
H -0.292 -1.675 -1.900 0.307
H 0.903 -1.886 -0.641 0.359
H 1.173 0.414 -1.486 0.412
H -0.631 0.620 -1.444 0.279
H -0.002 2.102 0.062 0.418
H -0.605 0.624 1.037 0.212
H 1.670 -0.121 1.334 0.255
H 3.464 1.817 1.143 0.323
H 2.354 2.513 -0.088 0.217

20
Properties=species:S:1:pos:R:3:mulliken_charge:R:1 method="wB97M-V/def2-TZVPD" homo_lumo_gap_ev=10.6 largest_force_ev_per_a=1.59 homo_ev=-9.516 relative_energy_kcal_mol=70.0 smiles=C1C[C@@H]2CC[C@@H](C1)O2
C -1.892 0.097 0.006 -0.604
C -0.834 1.304 -0.224 -0.864
C 0.532 1.025 0.544 -0.027
C 1.872 0.537 -0.176 -0.709
C 1.721 -1.077 -0.089 -0.628
C 0.202 -0.992 0.075 -0.168
C -1.302 -1.370 0.095 -0.592
O 0.200 -0.135 1.263 -0.485
H -2.374 0.306 0.966 0.318
H -2.667 0.180 -0.781 0.383
H -0.624 1.494 -1.278 0.357
H -1.361 2.193 0.136 0.332
H 0.716 1.888 1.196 0.556
H 2.732 0.959 0.371 0.341
H 1.890 0.882 -1.218 0.264
H 2.060 -1.547 -1.010 0.305
H 2.204 -1.540 0.783 0.303
H 0.090 -0.353 -0.804 0.289
H -1.637 -1.920 0.971 0.342
H -1.528 -1.930 -0.824 0.288